11 unconnected molecules or ions with the total composition C51H59N5O29 in a non-equilibrium geometry. Source: the Open Molecules 2025 dataset; level of theory: ωB97M-V with the def2-TZVPD basis set.

```
144
Properties=species:S:1:pos:R:3:forces:R:3
C -5.929779 5.051612 0.774107 -0.803 1.907 -0.712
O -6.510410 6.050678 0.300372 1.133 -1.874 1.421
N -5.288527 4.129920 0.051704 0.523 2.215 -2.201
C -4.892756 2.897988 0.663116 0.265 0.234 -0.594
C -5.077136 4.462626 -1.378007 0.207 -1.824 -0.328
H -5.790964 4.802156 1.837455 -0.669 0.458 0.339
H -5.802777 2.299956 0.614939 0.361 -0.726 0.976
H -4.450352 3.207336 1.610053 -0.582 -0.781 0.561
H -4.083681 2.380131 0.148027 -0.085 0.244 -0.413
H -5.513839 3.641192 -1.946007 -0.346 0.103 -0.324
H -5.468507 5.410834 -1.746561 -0.196 -0.156 0.816
H -4.027627 4.391216 -1.663549 0.261 0.220 0.467
C 5.062922 -1.485467 2.304091 1.411 0.220 -0.640
O 5.945156 -1.548424 1.455960 -0.429 -0.365 0.095
N 4.655396 -0.324792 2.824742 -1.449 0.113 2.023
C 3.442669 -0.268949 3.640366 -0.883 0.158 0.188
C 5.225973 0.953612 2.503596 0.493 0.272 -0.995
H 4.637204 -2.402381 2.740256 -0.384 0.215 0.032
H 2.543728 -0.358296 3.030432 0.007 -0.034 -0.204
H 3.310729 0.668436 4.180733 0.570 0.269 -0.320
H 3.317077 -0.986599 4.451108 0.660 -0.562 -0.224
H 4.589978 1.470460 1.784930 -0.054 0.132 -0.171
H 5.340261 1.615101 3.362348 -0.063 -0.369 0.236
H 6.197401 0.802186 2.032963 -0.069 -0.016 0.043
C 1.973239 -4.386780 2.991735 -1.338 -1.178 1.619
O 1.375915 -4.024666 2.007202 0.008 1.253 -1.674
N 1.886046 -5.658644 3.379527 0.707 -1.533 2.108
C 1.121782 -6.700210 2.742315 -0.750 -0.614 -0.298
C 2.455561 -6.177938 4.678826 0.304 0.419 -1.059
H 2.376354 -3.760266 3.802403 0.574 0.330 -0.602
H 0.233415 -6.889015 3.345027 -0.185 -0.088 0.301
H 1.659450 -7.648109 2.719927 0.303 0.115 0.106
H 0.733377 -6.574619 1.731637 0.594 0.818 -0.084
H 2.853611 -5.390242 5.318513 0.178 0.148 -0.437
H 1.751303 -6.715671 5.313625 -0.465 0.046 -0.469
H 3.230488 -6.877115 4.364623 0.202 0.041 0.479
C -3.275401 0.668855 -3.480799 -0.664 0.291 0.610
O -3.351277 1.810694 -2.986360 -0.035 -2.043 -0.081
N -3.997740 -0.464326 -3.113865 0.378 1.957 -0.254
C -4.192845 -1.487706 -4.129365 0.528 0.070 0.038
C -5.026320 -0.399029 -2.051701 1.292 -0.122 -1.130
H -2.562751 0.443973 -4.289349 -0.178 0.229 0.033
H -3.796488 -2.415632 -3.717109 -0.223 -0.293 -0.445
H -3.689172 -1.204709 -5.053654 0.437 -0.153 0.202
H -5.226374 -1.589566 -4.460327 -0.256 -0.033 0.507
H -5.935887 -0.127985 -2.587724 -0.401 0.157 0.794
H -5.074672 -1.396336 -1.614499 -0.314 0.055 0.041
H -4.659463 0.302829 -1.302770 -0.517 0.147 -0.113
C 4.259276 3.180321 -3.627208 1.725 -0.694 -1.826
O 4.585389 2.833077 -4.805399 -1.251 1.033 3.274
N 5.024466 3.028350 -2.521825 1.972 -0.310 0.990
C 4.519336 3.481404 -1.200241 -1.764 0.067 -0.474
C 6.410500 2.413642 -2.442688 -1.065 -0.493 -0.716
H 3.340477 3.675989 -3.277451 -0.366 -0.040 -0.917
H 3.903531 2.698461 -0.757655 0.363 -0.423 0.312
H 3.772475 4.269209 -1.298468 0.057 0.170 -0.580
H 5.168773 3.902578 -0.432805 0.865 -0.461 -0.650
H 7.193856 2.947486 -2.980697 -0.098 1.046 0.848
H 6.528427 2.137775 -1.394790 0.620 0.621 -0.121
H 6.584411 1.470919 -2.961472 -1.214 -0.415 -0.249
C 0.568580 3.451101 -5.701050 0.936 0.594 -0.308
C 1.299156 4.585116 -5.684426 2.322 -1.257 -1.367
C 1.002064 5.775979 -4.827997 -0.831 -1.967 -1.265
O 1.660047 6.762188 -4.809032 1.126 1.515 0.142
C -0.142040 5.528342 -4.022566 -2.099 -0.152 1.024
C -0.916375 4.413563 -4.051966 0.269 -0.244 1.091
C -0.660570 3.245173 -4.960432 1.393 -0.790 -1.530
O -1.249615 2.174221 -5.135715 -0.359 1.774 1.293
O -1.773961 4.182963 -3.051751 -0.309 0.856 0.415
O 2.488081 4.668215 -6.397235 -1.462 0.879 0.767
H 0.950511 2.614357 -6.267083 -0.162 -0.087 -0.180
H -0.399209 6.334631 -3.351618 -0.182 -0.085 0.347
H -2.373374 3.459564 -3.249288 -0.509 -0.890 -0.394
H 3.061756 3.910540 -6.261509 0.136 -0.630 0.182
C -0.877889 0.202433 0.610062 -1.839 2.975 -0.285
C -0.599252 1.255813 -0.220513 -0.560 0.083 -0.460
C 0.706448 1.405562 -0.912129 1.856 -1.237 -1.228
O 0.930103 2.251943 -1.780065 -0.465 -1.449 1.686
C 1.704196 0.308478 -0.487320 -0.572 1.518 -0.057
C 1.400996 -0.603777 0.446016 0.125 -3.152 0.249
C -0.052152 -0.911107 0.887713 1.601 -0.608 0.563
O -0.365389 -1.998330 1.418391 0.307 2.395 -1.142
O 2.301397 -1.583198 0.868982 -0.346 2.290 -1.217
O -1.495815 2.240014 -0.480583 0.080 -1.422 1.479
H -1.766775 0.487826 1.153039 -0.625 -1.145 0.208
H 2.684283 0.315064 -0.940974 0.049 0.059 0.225
H 1.827447 -2.362105 1.169446 -0.629 -0.668 0.492
H -1.456578 2.504697 -1.402539 0.404 0.493 -0.584
C -2.446215 -6.230652 2.491648 -2.030 -2.393 1.868
C -1.930558 -5.286001 1.731257 2.696 4.878 -0.714
C -1.653415 -5.403304 0.258893 0.026 -1.598 0.531
O -1.159595 -4.535273 -0.395608 -0.092 0.308 0.038
C -1.938066 -6.763254 -0.237509 -0.683 -0.706 0.089
C -2.516023 -7.771083 0.554885 -1.915 -0.939 -1.181
C -2.807884 -7.561701 2.002574 1.003 -1.770 2.135
O -3.086158 -8.503239 2.772113 0.137 2.238 -2.353
O -3.039221 -8.886048 0.014890 1.776 2.261 -0.464
O -1.467702 -4.165155 2.312987 -1.763 -3.136 0.036
H -2.601223 -6.056862 3.546244 0.017 0.080 0.163
H -1.772770 -6.896416 -1.296444 0.060 -0.354 -0.113
H -3.465941 -9.473804 0.642635 -0.111 -0.195 0.927
H -0.784974 -3.776438 1.761282 1.022 1.384 -0.868
C -1.477199 5.780213 1.555848 -0.269 -2.224 2.249
C -1.326555 4.774794 2.493828 1.267 2.071 -2.990
C -0.298815 3.678064 2.375438 0.117 3.848 -4.901
O -0.373731 2.658331 2.932253 -0.479 -3.576 3.161
C 0.645458 3.887396 1.250537 -0.053 0.593 0.001
C 0.570558 4.940040 0.394679 0.870 0.180 -0.557
C -0.557271 5.963335 0.485816 -0.034 3.304 -0.609
O -0.620399 7.048859 -0.160100 1.115 -3.428 0.670
O 1.526224 5.145800 -0.556537 -0.668 -0.914 1.033
O -2.053680 4.788634 3.547165 -1.697 -0.388 1.949
H -2.265462 6.479636 1.792183 0.060 0.300 -0.479
H 1.377002 3.096114 1.179096 0.396 0.191 -0.230
H 1.442236 6.006202 -0.973962 -0.563 0.497 -0.123
H -1.977159 3.913787 3.934963 -0.024 -0.471 0.747
C 4.034483 -0.207200 -3.109559 0.242 1.551 3.780
C 4.902513 -0.680970 -2.177902 -0.361 -0.052 1.502
C 5.844378 -1.816657 -2.479074 1.238 -0.862 0.870
O 6.595802 -2.356598 -1.618959 -2.546 1.737 -2.669
C 5.735747 -2.203219 -3.895234 0.192 0.012 -0.888
C 4.943305 -1.604983 -4.842519 -0.016 -1.517 0.272
C 3.948765 -0.505871 -4.478464 2.275 -0.725 -0.546
O 3.307593 0.116096 -5.282375 -0.674 -0.492 -0.681
O 4.838815 -2.077676 -6.117405 0.376 0.353 1.546
O 4.934106 -0.233035 -0.845825 -0.829 0.051 -2.982
H 3.442537 0.623637 -2.754991 -0.323 0.129 -0.210
H 6.371682 -3.031984 -4.169349 0.004 -0.083 -0.264
H 4.002182 -1.695569 -6.392458 -0.313 0.339 -0.895
H 5.090582 -1.033969 -0.340226 0.847 -0.377 0.922
C -3.746524 -1.852723 6.074361 1.189 0.286 -0.120
C -4.999610 -2.218040 6.325827 -0.701 -0.905 3.420
C -5.985910 -2.549797 5.323095 0.228 -0.050 -2.913
O -7.093936 -3.009497 5.449298 -0.217 0.119 1.336
C -5.451182 -2.380764 3.974897 0.302 0.338 -1.284
C -4.171224 -2.129607 3.699053 1.802 -0.015 -2.641
C -3.135082 -1.810044 4.717686 -0.697 0.363 1.904
O -1.967225 -1.507858 4.538027 -1.094 -0.551 -0.601
O -3.713010 -2.099307 2.375803 -1.634 -0.170 1.001
O -5.407365 -2.488699 7.610463 1.102 0.763 -0.653
H -3.068670 -1.629716 6.885028 -0.045 -0.095 0.189
H -6.115108 -2.472264 3.128002 -0.224 -0.267 0.064
H -2.764388 -2.223007 2.295642 0.556 0.362 0.530
H -6.355992 -2.629446 7.653938 -0.422 -0.103 -0.306
```
Forces are in eV/Å.

Computed properties:
Highest occupied orbital energy (alpha / beta) = -10.37 / -10.37 eV
Charge = +1
HOMO-LUMO gap (alpha / beta) = 3.8 / 1.4 eV
Strongest force on any atom = 6.23 eV/Å
2S+1 = 2

Mulliken population analysis, charges in e, atoms 1 to 99: atom 1 (C): 0.083, atom 2 (O): -0.627, atom 3 (N): 0.180, atom 4 (C): -0.349, atom 5 (C): -0.708, atom 6 (H): 0.339, atom 7 (H): 0.353, atom 8 (H): 0.264, atom 9 (H): -0.294, atom 10 (H): 0.351, atom 11 (H): 0.321, atom 12 (H): 0.110, atom 13 (C): 0.088, atom 14 (O): -0.662, atom 15 (N): 0.286, atom 16 (C): -0.880, atom 17 (C): -1.003, atom 18 (H): 0.349, atom 19 (H): 0.203, atom 20 (H): 0.319, atom 21 (H): 0.350, atom 22 (H): 0.294, atom 23 (H): 0.373, atom 24 (H): 0.336, atom 25 (C): 0.436, atom 26 (O): -1.021, atom 27 (N): 0.063, atom 28 (C): -1.100, atom 29 (C): -0.982, atom 30 (H): 0.166, atom 31 (H): 0.383, atom 32 (H): 0.453, atom 33 (H): 0.252, atom 34 (H): 0.306, atom 35 (H): 0.329, atom 36 (H): 0.379, atom 37 (C): 0.014, atom 38 (O): -0.724, atom 39 (N): 0.242, atom 40 (C): -0.992, atom 41 (C): -0.810, atom 42 (H): 0.297, atom 43 (H): 0.262, atom 44 (H): 0.393, atom 45 (H): 0.321, atom 46 (H): 0.367, atom 47 (H): 0.387, atom 48 (H): 0.041, atom 49 (C): 0.400, atom 50 (O): -0.733, atom 51 (N): 0.232, atom 52 (C): -0.953, atom 53 (C): -0.970, atom 54 (H): 0.098, atom 55 (H): 0.226, atom 56 (H): 0.343, atom 57 (H): 0.436, atom 58 (H): 0.385, atom 59 (H): 0.368, atom 60 (H): 0.229, atom 61 (C): -0.297, atom 62 (C): 0.253, atom 63 (C): -0.027, atom 64 (O): -0.544, atom 65 (C): -0.524, atom 66 (C): 0.576, atom 67 (C): 0.545, atom 68 (O): -0.579, atom 69 (O): -0.507, atom 70 (O): -0.561, atom 71 (H): 0.420, atom 72 (H): 0.618, atom 73 (H): 0.195, atom 74 (H): 0.316, atom 75 (C): -0.965, atom 76 (C): -0.108, atom 77 (C): 0.473, atom 78 (O): -0.289, atom 79 (C): -0.269, atom 80 (C): 0.300, atom 81 (C): 0.517, atom 82 (O): -0.468, atom 83 (O): -0.070, atom 84 (O): 0.690, atom 85 (H): 0.635, atom 86 (H): 0.037, atom 87 (H): 0.228, atom 88 (H): -0.371, atom 89 (C): -0.207, atom 90 (C): 0.262, atom 91 (C): 0.749, atom 92 (O): -0.433, atom 93 (C): -0.752, atom 94 (C): 0.525, atom 95 (C): 0.402, atom 96 (O): -0.531, atom 97 (O): -0.416, atom 98 (O): -0.156, atom 99 (H): 0.632